The following is a DFT calculation (ωB97M-V with the def2-TZVPD basis set) of a cluster of 10 separate species, C50H111F2N6O16 in total.

Output
E_HOMO (spin up / spin down): -0.55180 / -0.55149 Eh
HOMO-LUMO gap (spin up / spin down): 7.6699 / 3.3986 eV

Structure (ORCA input):
```
! RIJCOSX wB97M-V def2-TZVPD def2/J DEFGRID3
* xyz 4 2
C 3.77498 -3.10690 -4.26515
N 4.99990 -2.75565 -3.43565
C 6.05732 -3.88316 -3.73639
C 5.51044 -1.39244 -3.92056
C 4.79449 -2.63113 -1.91177
C 3.52026 -1.84966 -1.31472
O 2.38405 -2.31617 -1.82377
H 3.27293 -3.79044 -3.58044
H 4.18204 -3.39069 -5.23565
H 3.17805 -2.25433 -4.58904
H 5.76792 -4.87579 -3.39138
H 6.87780 -3.40819 -3.19851
H 6.32839 -3.95836 -4.78946
H 4.58304 -0.87525 -3.67450
H 5.61161 -1.68792 -4.96486
H 6.32015 -1.05058 -3.27589
H 5.63183 -2.09505 -1.46501
H 4.96225 -3.59093 -1.42316
H 3.58830 -0.77407 -1.47776
H 3.46999 -1.84248 -0.22590
H 1.67328 -1.68412 -1.69374
C -2.31087 -5.16188 2.20233
N -1.77014 -4.01621 1.23697
C -2.08759 -2.65153 1.91958
C -0.31305 -4.26325 1.05260
C -2.62044 -4.13014 -0.01185
C -2.49457 -3.10307 -1.07310
O -1.19920 -3.02234 -1.50270
H -1.54209 -5.24689 2.97036
H -2.34992 -6.12892 1.70092
H -3.17210 -4.70351 2.68843
H -1.33875 -2.44176 2.68334
H -3.10539 -2.67038 2.30924
H -2.06457 -1.90615 1.12461
H 0.10403 -4.65592 1.97993
H 0.19645 -3.34130 0.77238
H -0.23900 -4.96735 0.22382
H -3.66092 -4.30941 0.25902
H -2.22909 -5.03853 -0.46987
H -2.71296 -2.04164 -0.95574
H -3.10279 -3.32984 -1.94874
H -0.86701 -2.12165 -1.50260
C -0.13135 -3.03775 -4.24122
N -0.45811 -3.95481 -5.40311
C -0.82073 -3.18901 -6.76649
C 0.73908 -4.85364 -5.79615
C -1.66319 -4.86114 -4.90683
C -2.36099 -5.57713 -5.98626
O -1.70117 -6.61784 -6.54681
H 0.63146 -2.45725 -4.76010
H 0.14415 -3.66056 -3.39016
H -0.90750 -2.36094 -3.88396
H -1.75668 -2.65845 -6.59158
H -0.89955 -3.86442 -7.61838
H -0.10041 -2.39270 -6.95391
H 0.54758 -5.50424 -6.64947
H 0.92605 -5.25653 -4.80075
H 1.57351 -4.16787 -5.94294
H -2.37152 -4.14297 -4.49380
H -1.25107 -5.61389 -4.23479
H -2.97333 -5.00895 -6.68648
H -3.10434 -6.10476 -5.38865
H -1.44003 -7.17738 -5.81174
C -7.37271 2.75365 -2.11876
N -6.04675 2.49641 -1.25611
C -5.05416 3.58662 -1.49033
C -6.48555 2.46896 0.27568
C -5.54389 1.13495 -1.88856
C -4.09763 0.61980 -1.40052
O -4.12734 0.38930 0.00215
H -7.84928 3.68895 -1.82513
H -8.03574 1.95139 -1.79493
H -7.30729 2.85374 -3.20218
H -4.43043 3.35462 -2.35360
H -4.32766 3.62424 -0.67861
H -5.55618 4.54832 -1.59619
H -5.51827 2.21572 0.70966
H -7.30473 1.76830 0.43727
H -6.82952 3.41569 0.69220
H -5.47154 1.33332 -2.95791
H -6.33296 0.39337 -1.76400
H -3.31645 1.32115 -1.69373
H -3.97441 -0.29210 -1.98478
H -4.78707 -0.29344 0.14437
C 0.21983 -0.02826 0.45493
C 0.12541 0.38618 -1.05409
C 1.34976 1.38599 -1.20289
O 0.06289 -0.73092 -1.82800
H 0.14017 0.95022 0.92857
H 0.96845 -0.76131 0.75543
H -0.71644 -0.46129 0.80702
H -0.82248 0.89949 -1.21571
H 2.25317 0.78887 -1.07879
H 1.34724 2.17884 -0.45491
H 1.25438 1.69232 -2.24460
C 1.15401 -2.19840 5.08042
C 1.06214 -0.70332 4.90653
C 0.00122 -0.26049 6.01552
C 0.71526 -0.30217 7.45034
C 2.01521 0.40572 7.44697
C 3.03023 0.03310 6.33724
N 2.31937 -0.00985 5.04254
O 3.22091 -0.27343 4.04026
C 4.11527 1.15693 6.32374
C 3.62690 -1.31857 6.82891
C 0.48655 -0.26257 3.39949
H 2.16736 -2.59754 5.03682
H 0.56115 -2.82775 4.41669
H 0.78771 -2.48485 6.06625
H -0.37817 0.72841 5.75813
H -0.87540 -0.90505 5.95087
H 0.81031 -1.36359 7.67938
H 0.18409 0.13578 8.29541
H 2.48299 0.04219 8.36192
H 1.98458 1.48664 7.58400
H 4.45629 1.26828 7.35302
H 4.96130 1.04009 5.64647
H 3.64091 2.12654 6.17228
H 2.82628 -2.02886 7.03531
H 4.23655 -1.78800 6.05686
H 4.25506 -1.12561 7.69855
H -0.58149 -0.10261 3.25186
H 0.49318 -1.17166 2.79815
H 1.05635 0.60556 3.06818
H 3.30237 -1.22900 3.99731
C -2.79237 2.90610 5.04508
C -3.35299 3.70097 3.75655
C -3.38898 5.30280 3.93939
C -2.10509 5.99730 3.55491
C -1.45189 5.62766 2.20918
C -1.32139 4.14208 2.12009
N -2.65521 3.47521 2.45929
O -2.57601 2.00478 2.29301
C -1.01994 3.76879 0.61356
C -0.11267 3.66804 3.04500
C -4.81239 3.50267 3.56218
H -2.02581 3.54425 5.48467
H -2.29959 2.01707 4.65151
H -3.59398 2.57384 5.70472
H -4.18922 5.83519 3.42531
H -3.50753 5.37944 5.02021
H -1.28004 5.90160 4.26077
H -2.23573 7.07005 3.41264
H -0.45056 6.05433 2.15087
H -2.07034 5.91301 1.35819
H -0.09386 3.19394 0.60911
H -1.86917 3.13985 0.34646
H -0.81717 4.69488 0.07565
H -0.34700 4.01857 4.05015
H 0.05005 2.59578 2.93593
H 0.80126 4.15676 2.70739
H -5.46376 3.37669 4.42701
H -4.82245 2.46791 3.21972
H -5.36408 3.99921 2.76393
H -3.01246 1.82568 1.45693
C 5.19007 1.70290 2.31390
C 4.03589 1.61644 1.33136
O 4.22184 0.41903 0.71517
C 5.43086 -0.04842 1.04172
O 5.91933 -1.10032 0.68047
O 6.06258 0.79179 1.76713
H 4.88348 1.55345 3.34916
H 5.57612 2.71407 2.18505
H 4.05573 2.47826 0.66429
H 3.09914 1.69703 1.88281
C 0.15247 1.64017 -5.21847
C -0.98845 2.57548 -4.67559
O -2.14545 1.79580 -4.47120
C -1.93535 0.64146 -4.96513
O -2.77283 -0.27755 -4.95710
O -0.66915 0.52260 -5.52670
F -1.10442 3.54494 -5.68294
H 0.77626 1.58789 -4.32614
H 0.79222 2.18428 -5.91328
H -0.64862 3.06426 -3.76251
C 4.63435 4.12670 -4.46134
C 4.11062 4.67358 -3.19232
O 4.39618 3.57571 -2.26893
C 4.44084 2.44900 -2.97573
O 4.34842 1.29873 -2.52309
O 4.39413 2.74385 -4.25888
F 2.79180 5.01852 -3.20412
H 5.68306 4.34073 -4.66752
H 3.95193 4.50016 -5.22484
H 4.73533 5.53320 -2.94963
*
```

Mulliken population analysis, charges in e, atoms 1 to 2: -1.208, 0.002

The following is a DFT calculation (ωB97M-V with the def2-TZVPD basis set) of a structure of composition C23H23Br2N3O3Ti.

Output
E_HOMO (spin up / spin down): -0.20960 / -0.32198 Eh
HOMO-LUMO gap (spin up / spin down): 5.9506 / 8.3062 eV
energy above the lowest of the compared OMol25 structures with the same formula, charge and spin: 11.6 kJ/mol

Structure (ORCA input):
```
! RIJCOSX wB97M-V def2-TZVPD def2/J DEFGRID3
* xyz 0 3
Ti 0.96007 0.04635 -0.06834
Br 7.73144 0.49738 0.02336
C 5.84934 0.32915 -0.06988
C 5.26841 -0.93984 0.07193
C 3.90027 -1.01423 -0.00549
N 3.11574 0.05314 -0.20875
C 3.68112 1.29268 -0.35588
C 5.08312 1.43882 -0.28221
C 2.76706 2.35901 -0.58676
C 3.13589 3.71973 -0.64656
C 2.18399 4.66415 -0.87586
Br 2.65518 6.49433 -0.95109
C 0.82625 4.29324 -1.04987
C 0.52280 2.96718 -0.95059
N 1.43318 1.99570 -0.71245
H 5.87015 -1.82080 0.23144
H 3.38801 -1.96488 0.08730
H 5.54888 2.40450 -0.40681
H 4.16538 4.01321 -0.50320
H 0.06448 5.03114 -1.24733
H -0.50126 2.63293 -1.06444
N -2.63515 1.34649 1.60160
C -1.36266 1.04720 1.33791
O -1.05923 0.56973 0.22641
C -0.29114 1.33376 2.35145
C 0.91071 0.43599 2.05738
H -3.33964 1.08463 0.92948
H -2.91357 1.69099 2.50210
H -0.69885 1.26206 3.36546
H -0.02442 2.38612 2.19616
H 0.81920 -0.52027 2.58596
H 1.84033 0.89741 2.39875
C -5.69307 -1.39879 -0.45839
C -4.22663 -1.74511 -0.48602
C -3.55712 -2.09410 0.68011
C -2.21606 -2.46239 0.66724
C -1.51508 -2.84367 1.94540
C -1.53230 -2.45945 -0.54732
C -2.17832 -2.10666 -1.73386
C -1.43419 -2.10722 -3.04327
C -3.52297 -1.76160 -1.68447
C -0.05284 -2.76818 -0.54963
O 0.38981 -3.86539 -0.31055
O 0.69546 -1.70952 -0.80195
H -5.97692 -0.94435 0.49160
H -6.30127 -2.29670 -0.58557
H -5.95134 -0.70925 -1.26217
H -4.09434 -2.08982 1.62384
H -2.13128 -2.60479 2.81190
H -0.56008 -2.32314 2.04256
H -1.29417 -3.91130 1.95647
H -0.64793 -1.35148 -3.04158
H -2.10712 -1.90709 -3.87557
H -0.95359 -3.07180 -3.21599
H -4.03373 -1.49522 -2.60402
*
```

Mulliken population analysis, charges in e, atoms 1 to 2: 0.572, -0.183